{
  "formula": "C23H28N2O3",
  "method": "ωB97M-V/def2-TZVPD",
  "max_force_ev_per_a": 1.1,
  "homo_lumo_gap_ev": 8.71,
  "spin_multiplicity": 1,
  "smiles": "Cc1ccc(CNC(=O)CC[C@H]2CCCN(Cc3cc4ccccc4o3)C2)o1",
  "homo_ev": -7.91,
  "e_above_lowest_ev": 0.9973,
  "elements": ["C", "C", "C", "C", "C", "C", "N", "C", "O", "C", "C", "C", "C", "C", "C", "N", "C", "C", "C", "C", "C", "C", "C", "C", "C", "O", "C", "O", "H", "H", "H", "H", "H", "H", "H", "H", "H", "H", "H", "H", "H", "H", "H", "H", "H", "H", "H", "H", "H", "H", "H", "H", "H", "H", "H", "H"],
  "coordinates": [[4.1679, -0.4577, -2.8971], [2.8664, -0.4955, -2.1805], [1.8562, 0.4103, -2.0814], [0.8762, -0.1671, -1.2334], [1.3575, -1.3901, -0.8783], [0.8320, -2.4819, -0.0024], [-0.6107, -2.5190, 0.0533], [-1.2784, -2.3628, 1.2163], [-0.7081, -2.2586, 2.2848], [-2.7965, -2.3870, 1.1345], [-3.4657, -1.6761, -0.0482], [-2.8654, -0.3191, -0.4425], [-3.8653, 0.5043, -1.2573], [-3.2247, 1.8283, -1.6623], [-2.7029, 2.5670, -0.4318], [-1.7537, 1.7208, 0.2625], [-0.9962, 2.4021, 1.3073], [0.3288, 1.7338, 1.4907], [0.7082, 0.6502, 2.2152], [2.0858, 0.4276, 1.9123], [3.0356, -0.5187, 2.2879], [4.2986, -0.4217, 1.7459], [4.6302, 0.5975, 0.8516], [3.7073, 1.5491, 0.4658], [2.4343, 1.4458, 1.0028], [1.3659, 2.2366, 0.7596], [-2.4053, 0.5199, 0.7497], [2.5645, -1.5989, -1.4570], [4.2448, 0.4634, -3.4665], [4.9892, -0.5059, -2.1830], [4.2590, -1.3069, -3.5732], [1.8094, 1.3756, -2.5420], [-0.0341, 0.2972, -0.9145], [1.1704, -2.3356, 1.0303], [1.2277, -3.4395, -0.3628], [-1.1144, -2.5854, -0.8152], [-3.1509, -1.9587, 2.0735], [-3.0997, -3.4381, 1.1305], [-4.5156, -1.5320, 0.2200], [-3.4547, -2.3231, -0.9296], [-1.9863, -0.4877, -1.0705], [-4.1787, -0.0495, -2.1449], [-4.7539, 0.6991, -0.6511], [-2.3863, 1.6345, -2.3333], [-3.9474, 2.4559, -2.1865], [-2.1944, 3.4822, -0.7443], [-3.5519, 2.8483, 0.2193], [-0.8107, 3.4286, 0.9833], [-1.5432, 2.4255, 2.2642], [0.1065, 0.0580, 2.8740], [2.7779, -1.3058, 2.9800], [5.0527, -1.1470, 2.0146], [5.6329, 0.6411, 0.4524], [3.9558, 2.3343, -0.2301], [-1.6773, -0.0312, 1.3419], [-3.2697, 0.7633, 1.3954]],
  "forces_ev_per_a": [[-0.2, -0.3, 0.3], [-0.2, 0.8, -0.4], [0.5, -0.4, -0.2], [0.0, -0.7, 0.2], [-0.7, 0.4, 0.0], [0.4, -0.1, 0.1], [0.2, 0.1, -0.4], [-0.5, -0.3, -0.1], [0.1, 0.1, 0.4], [-0.1, 0.1, 0.0], [0.2, 0.1, 0.0], [-0.4, 0.0, 0.1], [0.4, 0.0, -0.1], [-0.2, 0.1, 0.2], [0.0, 0.1, -0.3], [-0.1, 0.2, 0.1], [0.2, -0.1, -0.1], [-0.3, -0.5, 0.7], [-0.2, 0.5, -0.2], [0.3, 0.4, -0.4], [-0.1, 0.1, 0.0], [0.1, -0.1, 0.0], [0.1, 0.0, 0.0], [-0.3, 0.2, 0.0], [0.4, -0.9, 0.6], [0.0, 0.4, -0.4], [0.2, -0.3, -0.3], [0.2, -0.3, 0.1], [0.0, 0.1, 0.0], [0.1, 0.0, 0.0], [0.1, 0.0, -0.1], [0.1, 0.2, -0.1], [-0.3, 0.1, 0.1], [0.0, -0.1, -0.2], [0.0, 0.1, 0.1], [-0.1, 0.0, 0.1], [0.1, -0.1, 0.0], [0.0, 0.0, 0.1], [0.0, -0.1, -0.1], [-0.1, 0.0, -0.1], [0.0, 0.0, 0.0], [-0.1, 0.0, 0.0], [-0.1, 0.0, 0.0], [0.0, 0.0, -0.1], [0.0, 0.0, -0.1], [0.0, 0.0, 0.1], [0.0, 0.0, 0.0], [-0.1, 0.0, 0.1], [0.1, 0.0, -0.1], [-0.3, -0.1, 0.1], [0.0, -0.1, 0.1], [0.1, -0.1, 0.0], [0.1, 0.0, 0.0], [0.0, 0.1, -0.1], [0.0, 0.0, 0.1], [0.0, 0.0, 0.1]]
}

***

{
  "formula": "C23H28N3O7Ru",
  "method": "ωB97M-V/def2-TZVPD",
  "max_force_ev_per_a": 2.3,
  "homo_lumo_gap_ev": [6.67, 6.56],
  "spin_multiplicity": 2,
  "homo_ev": [-7.93, -7.94],
  "e_above_lowest_ev": 2.9952,
  "elements": ["Ru", "C", "C", "N", "O", "C", "C", "N", "O", "H", "H", "H", "H", "H", "H", "H", "C", "C", "C", "O", "C", "O", "O", "H", "H", "H", "H", "H", "H", "H", "C", "C", "C", "C", "C", "C", "N", "C", "C", "C", "C", "C", "C", "C", "O", "O", "C", "C", "H", "H", "H", "H", "H", "H", "H", "H", "H", "H", "H", "H", "H", "H"],
  "coordinates": [[-0.2456, 0.5435, -2.7228], [-1.6666, 4.5861, -1.9763], [-1.1975, 3.3058, -2.5786], [-1.6405, 2.1608, -2.2176], [-2.6159, 2.1432, -1.2825], [-0.2248, 3.2341, -3.6406], [0.6040, 4.3745, -4.1165], [-0.1262, 2.0384, -4.1419], [0.6153, 1.7120, -5.0835], [-1.9239, 4.4183, -0.9333], [-2.5666, 4.9347, -2.4886], [-0.8986, 5.3528, -2.0487], [-2.5800, 1.2133, -0.9725], [0.0024, 5.2427, -4.3907], [1.1848, 4.0553, -4.9762], [1.2937, 4.6625, -3.3183], [2.6320, -0.3447, -4.1602], [2.6960, -0.2674, -2.6489], [3.9697, -0.8833, -2.1127], [1.5260, -0.9482, -2.1330], [2.5805, 1.2075, -2.2058], [3.5653, 1.9144, -2.2193], [1.3775, 1.5402, -1.8031], [2.8232, -1.3685, -4.4894], [3.3705, 0.3273, -4.5933], [1.6539, -0.0499, -4.5303], [4.0172, -1.9369, -2.3958], [4.0117, -0.8051, -1.0227], [4.8286, -0.3568, -2.5210], [1.5614, -0.9488, -1.1679], [1.5638, -1.3711, 5.6226], [0.3754, -0.6763, 5.0037], [-0.2850, 0.3208, 5.7093], [-1.3744, 0.9761, 5.1580], [-1.8242, 0.6162, 3.9020], [-1.1845, -0.3915, 3.1849], [-1.6835, -0.6650, 1.8798], [-1.9117, -1.9143, 1.3468], [-2.2422, -2.9739, 2.2112], [-2.5211, -4.2324, 1.7252], [-2.4660, -4.4959, 0.3572], [-2.1502, -3.4704, -0.5028], [-1.8871, -2.1735, -0.0412], [-1.5233, -1.1631, -1.0523], [-1.2768, -1.5073, -2.2361], [-1.4339, 0.0766, -0.7465], [-0.0563, -1.0306, 3.7164], [0.7449, -2.0393, 2.9331], [1.6591, -1.0998, 6.6728], [2.4903, -1.0883, 5.1153], [1.4665, -2.4553, 5.5478], [0.0658, 0.5971, 6.6969], [-1.8798, 1.7571, 5.7127], [-2.6924, 1.0929, 3.4641], [-1.6119, 0.0759, 1.2032], [-2.2957, -2.7666, 3.2732], [-2.8016, -5.0206, 2.4147], [-2.6723, -5.4877, -0.0231], [-2.1046, -3.6384, -1.5707], [0.6353, -3.0443, 3.3514], [1.8053, -1.7804, 2.9714], [0.4445, -2.0849, 1.8909]],
  "forces_ev_per_a": [[-0.7, 1.4, 1.3], [-0.1, -0.1, 0.0], [0.1, 0.4, 0.2], [0.9, -1.1, -0.5], [-0.4, 0.2, 0.0], [-0.3, 0.6, -0.2], [-0.2, 0.0, -0.2], [1.6, -1.0, 1.4], [0.0, -0.3, -0.6], [0.0, 0.0, 0.0], [0.0, 0.0, 0.0], [0.0, 0.0, -0.1], [0.1, 0.0, 0.2], [0.0, 0.0, 0.0], [0.0, 0.0, 0.0], [0.0, 0.0, 0.0], [0.0, -0.5, 0.0], [0.3, 0.5, 0.0], [-0.1, -0.2, 0.2], [-0.6, -0.1, -1.0], [0.1, -0.4, -0.2], [-0.4, 0.1, 0.2], [-0.8, 0.7, -0.7], [0.1, 0.0, 0.0], [0.0, 0.0, 0.0], [0.1, 0.0, -0.1], [0.0, 0.0, 0.0], [0.0, 0.0, 0.0], [0.0, 0.0, 0.0], [0.0, 0.1, 0.0], [-0.1, 0.1, -0.1], [0.0, -0.1, 0.1], [0.0, 0.0, 0.0], [0.0, 0.1, 0.0], [-0.1, -0.1, 0.1], [0.0, 0.0, -0.1], [0.2, -0.1, -0.1], [-0.3, 0.1, 0.2], [0.0, 0.0, 0.0], [0.0, 0.1, 0.1], [0.0, -0.1, -0.1], [-0.1, 0.0, 0.0], [0.1, -0.1, 0.0], [-0.3, -0.4, -0.3], [-0.1, 0.4, -0.3], [0.8, -0.4, 0.6], [0.0, 0.0, -0.1], [0.0, 0.1, 0.1], [0.0, 0.0, 0.0], [0.0, 0.0, 0.0], [0.0, 0.0, 0.0], [0.0, 0.0, 0.0], [0.0, 0.0, 0.0], [0.0, 0.0, 0.0], [0.1, 0.1, -0.1], [0.0, 0.0, 0.0], [0.1, 0.0, 0.0], [0.0, 0.0, 0.0], [0.0, 0.0, 0.0], [0.0, 0.0, 0.0], [0.0, 0.0, 0.0], [0.0, 0.0, 0.0]]
}

***

{
  "formula": "C23H28N4O3",
  "method": "ωB97M-V/def2-TZVPD",
  "max_force_ev_per_a": 1.0,
  "homo_lumo_gap_ev": 8.83,
  "spin_multiplicity": 1,
  "smiles": "CO[C@@H](C(=O)Nc1ccnn1C1CCN(Cc2ccc(C)o2)CC1)c1ccccc1",
  "homo_ev": -8.21,
  "e_above_lowest_ev": 3.4976,
  "elements": ["C", "O", "C", "C", "O", "N", "C", "C", "C", "N", "N", "C", "C", "C", "N", "C", "C", "C", "C", "C", "C", "O", "C", "C", "C", "C", "C", "C", "C", "C", "H", "H", "H", "H", "H", "H", "H", "H", "H", "H", "H", "H", "H", "H", "H", "H", "H", "H", "H", "H", "H", "H", "H", "H", "H", "H", "H", "H"],
  "coordinates": [[5.6581, 0.4366, 1.5623], [4.4070, 1.0494, 1.3610], [4.1416, 1.3335, 0.0029], [3.8029, 0.0508, -0.7865], [4.1859, -0.1662, -1.9105], [2.9756, -0.7431, -0.0611], [2.3755, -1.9116, -0.5055], [2.7373, -2.7892, -1.5067], [1.7432, -3.7734, -1.4673], [0.8547, -3.5225, -0.5275], [1.2344, -2.3855, 0.0580], [0.4762, -1.7542, 1.1176], [-0.1750, -0.4530, 0.6289], [-1.3121, -0.7544, -0.3391], [-2.3251, -1.5418, 0.3362], [-3.5392, -1.6730, -0.4589], [-4.2208, -0.3595, -0.6415], [-4.2627, 0.5022, -1.6972], [-5.0571, 1.6009, -1.2842], [-5.4426, 1.3333, -0.0049], [-6.2812, 2.0993, 0.9550], [-4.9382, 0.1437, 0.3877], [-1.7802, -2.8408, 0.6918], [-0.6090, -2.6853, 1.6594], [2.9156, 2.2068, -0.1273], [2.5973, 2.7507, -1.3663], [1.4391, 3.4895, -1.5222], [0.5911, 3.6924, -0.4452], [0.9086, 3.1566, 0.7903], [2.0637, 2.4100, 0.9495], [5.7499, 0.2714, 2.6341], [6.4730, 1.0850, 1.2219], [5.7275, -0.5217, 1.0351], [5.0079, 1.8137, -0.4749], [2.7491, -0.4172, 0.8705], [3.5800, -2.7110, -2.1590], [1.6464, -4.6480, -2.0790], [1.1802, -1.5267, 1.9333], [0.5553, 0.1936, 0.1399], [-0.5809, 0.0751, 1.4922], [-1.7617, 0.1837, -0.6714], [-0.9167, -1.2804, -1.2274], [-3.3322, -2.1059, -1.4537], [-4.2120, -2.3442, 0.0820], [-3.7932, 0.3708, -2.6511], [-5.3059, 2.4672, -1.8626], [-6.6006, 3.0316, 0.4992], [-5.7178, 2.3180, 1.8613], [-7.1600, 1.5212, 1.2384], [-2.5652, -3.4204, 1.1839], [-1.4397, -3.3947, -0.1970], [-0.9762, -2.2599, 2.5941], [-0.1823, -3.6683, 1.8582], [3.2553, 2.5809, -2.2054], [1.1962, 3.9069, -2.4878], [-0.3144, 4.2670, -0.5697], [0.2531, 3.3139, 1.6340], [2.3204, 1.9964, 1.9125]],
  "forces_ev_per_a": [[0.2, -0.1, 0.0], [-0.4, 0.3, -0.2], [0.1, 0.0, -0.2], [0.3, 0.2, 0.3], [0.0, 0.0, -0.2], [-0.3, -0.2, 0.5], [0.1, -0.4, -0.5], [0.1, 0.3, 0.1], [0.0, 0.3, 0.2], [-0.4, -0.7, 0.0], [0.7, 0.3, -0.3], [-0.4, 0.3, 0.5], [0.0, -0.2, -0.3], [0.1, 0.2, 0.1], [-0.1, 0.0, 0.0], [0.0, 0.2, 0.2], [0.3, -0.1, -1.0], [0.0, -0.5, 0.4], [-0.2, 0.0, 0.6], [-0.1, 0.7, -0.6], [0.2, -0.4, 0.0], [-0.1, -0.1, 0.4], [0.0, -0.1, 0.1], [0.1, -0.1, -0.2], [0.0, 0.2, 0.2], [0.1, 0.0, 0.1], [0.0, 0.0, -0.1], [-0.1, 0.0, 0.0], [-0.1, 0.0, 0.0], [0.2, 0.0, 0.0], [0.1, 0.0, -0.1], [0.0, 0.0, 0.0], [0.0, 0.0, 0.0], [-0.1, -0.2, 0.0], [0.1, 0.0, -0.1], [0.2, 0.1, -0.1], [-0.1, -0.2, -0.1], [-0.1, -0.1, -0.1], [0.0, 0.0, 0.1], [0.0, 0.1, 0.0], [0.1, -0.1, 0.0], [0.0, 0.0, 0.0], [-0.1, 0.0, 0.1], [0.0, -0.1, -0.1], [0.1, -0.1, -0.2], [-0.1, 0.2, 0.0], [0.0, 0.0, 0.0], [0.0, 0.1, 0.1], [-0.1, 0.0, 0.0], [0.0, 0.0, 0.0], [-0.2, 0.0, 0.1], [0.0, 0.0, 0.0], [0.0, 0.0, 0.1], [0.1, 0.0, -0.1], [0.0, 0.0, -0.1], [-0.1, 0.1, 0.0], [-0.1, 0.0, 0.1], [0.0, 0.0, 0.1]]
}

***

{
  "formula": "C23H28N4O4",
  "method": "ωB97M-V/def2-TZVPD",
  "max_force_ev_per_a": 1.3,
  "homo_lumo_gap_ev": 9.28,
  "spin_multiplicity": 1,
  "smiles": "C=CCN(C(=O)CNC(=O)c1ccco1)[C@H](C(=O)NC1CCCCC1)c1cccnc1",
  "homo_ev": -8.94,
  "e_above_lowest_ev": 1.5369,
  "elements": ["C", "C", "C", "N", "C", "O", "C", "N", "C", "O", "C", "C", "C", "C", "O", "C", "C", "O", "N", "C", "C", "C", "C", "C", "C", "C", "C", "C", "C", "N", "C", "H", "H", "H", "H", "H", "H", "H", "H", "H", "H", "H", "H", "H", "H", "H", "H", "H", "H", "H", "H", "H", "H", "H", "H", "H", "H", "H", "H"],
  "coordinates": [[-2.4943, -1.8958, 2.8365], [-2.0447, -1.8862, 1.5964], [-0.9696, -0.9550, 1.0990], [-1.0660, -0.6876, -0.3186], [-0.4928, -1.4396, -1.2840], [-0.6035, -1.1899, -2.4669], [0.2213, -2.7268, -0.8439], [1.5604, -2.5251, -0.3287], [2.2478, -1.3641, -0.3661], [1.7512, -0.2819, -0.6343], [3.6635, -1.5047, 0.0007], [4.6579, -0.5620, 0.0470], [5.8289, -1.2434, 0.4402], [5.4669, -2.5466, 0.6046], [4.1651, -2.7196, 0.3412], [-1.9605, 0.3897, -0.7277], [-1.5330, 1.7728, -0.2111], [-2.3502, 2.6308, 0.0647], [-0.2065, 1.9514, -0.1310], [0.3527, 3.2447, 0.2122], [1.2040, 3.1674, 1.4843], [2.5352, 2.4616, 1.2444], [3.3019, 3.1653, 0.1299], [2.4852, 3.1111, -1.1565], [1.1537, 3.8286, -0.9562], [-3.3793, 0.0221, -0.3623], [-3.9933, 0.4192, 0.8187], [-5.2793, -0.0217, 1.0864], [-5.8949, -0.8619, 0.1734], [-5.3176, -1.2550, -0.9499], [-4.1006, -0.8163, -1.2095], [-3.2536, -2.5858, 3.1599], [-2.1205, -1.2113, 3.5801], [-2.4442, -2.5740, 0.8627], [0.0169, -1.3746, 1.3198], [-1.0348, -0.0003, 1.6281], [0.2765, -3.3494, -1.7454], [-0.3757, -3.2525, -0.0921], [2.0875, -3.3663, -0.1425], [4.5499, 0.4774, -0.1802], [6.8032, -0.8233, 0.5801], [6.0260, -3.4141, 0.8956], [-1.8813, 0.4357, -1.8233], [0.4298, 1.2211, -0.4231], [-0.5157, 3.8863, 0.4051], [1.3947, 4.1863, 1.8288], [0.6381, 2.6525, 2.2638], [3.1201, 2.4610, 2.1674], [2.3565, 1.4249, 0.9557], [4.2761, 2.6944, -0.0193], [3.4807, 4.2070, 0.4088], [3.0334, 3.5852, -1.9735], [2.3106, 2.0688, -1.4284], [0.5515, 3.7672, -1.8644], [1.3414, 4.8845, -0.7484], [-3.4892, 1.0771, 1.5085], [-5.7883, 0.2781, 1.9893], [-6.8943, -1.2419, 0.3416], [-3.6679, -1.1568, -2.1424]],
  "forces_ev_per_a": [[0.0, -0.1, 0.0], [0.1, 0.0, 0.1], [0.1, -0.3, 0.1], [-0.2, 0.5, 0.0], [0.1, -0.3, 0.0], [0.0, -0.1, -0.3], [-0.1, 0.0, -0.2], [0.0, -0.3, 0.0], [0.0, -0.3, 0.2], [0.3, 0.1, -0.1], [0.7, 1.1, -0.1], [-0.8, -0.5, -0.1], [0.0, -0.6, 0.1], [0.7, 0.5, 0.1], [-0.4, -0.2, -0.1], [-0.3, 0.0, -0.2], [0.0, -0.4, -0.1], [-0.3, 0.1, 0.0], [0.5, 0.0, 0.0], [-0.2, 0.5, 0.2], [-0.1, -0.2, -0.1], [0.1, 0.3, 0.2], [0.0, -0.3, -0.1], [0.1, 0.3, 0.0], [-0.1, -0.2, 0.0], [-0.2, 0.2, 0.0], [-0.2, 0.0, -0.2], [0.1, 0.0, 0.0], [-0.1, 0.1, 0.3], [-0.3, -0.4, -0.3], [0.4, 0.2, 0.1], [-0.1, -0.2, 0.0], [0.1, 0.2, 0.1], [-0.1, -0.1, -0.1], [-0.1, 0.1, 0.0], [0.1, -0.1, 0.0], [-0.1, 0.2, 0.2], [0.0, 0.1, -0.1], [0.0, 0.1, 0.0], [-0.1, 0.2, -0.1], [0.2, 0.0, 0.0], [0.0, -0.2, 0.0], [0.0, 0.0, 0.3], [-0.1, -0.2, 0.0], [0.2, -0.1, 0.0], [0.0, 0.1, 0.1], [-0.1, 0.1, 0.0], [0.0, -0.1, 0.0], [0.0, -0.1, 0.0], [0.1, 0.1, 0.0], [0.1, 0.1, 0.0], [0.0, -0.1, -0.1], [0.0, -0.1, -0.1], [-0.1, 0.1, 0.0], [0.0, 0.1, 0.0], [0.1, 0.1, 0.0], [-0.1, 0.0, 0.1], [-0.1, 0.0, 0.1], [0.1, 0.0, -0.1]]
}